DFT (ωB97M-V/def2-TZVPD) results for a molecular structure, C12H13AsCl2NOReS4Si at a distorted geometry.

## Properties
Gap between HOMO and LUMO (spin up / spin down): 0.2116 / 0.2116 Ha
Net charge: +2
Multiplicity: 1

Cartesian coordinates (Å):
Re (-0.22260, 0.00808, -1.76220)
As (0.09292, -1.98973, -4.71255)
Cl (-1.15556, 4.37282, 0.21940)
Cl (3.01717, 3.43695, 3.43983)
S (1.03103, -0.66456, -5.86015)
S (-1.22722, -3.47070, -4.62734)
S (1.03180, -1.61874, -2.51120)
S (-1.74600, 0.12588, -3.09304)
Si (-1.89847, -1.26709, -0.07993)
O (-0.47167, 1.62696, -0.85402)
N (1.39686, 0.09024, -0.12349)
C (0.97098, 3.74776, 1.76065)
C (0.10203, 3.35375, 0.72532)
C (2.19909, 1.64311, 1.58257)
C (3.18684, 0.71748, 1.94469)
C (1.98747, 2.92655, 2.18006)
C (-3.55339, -0.47663, -0.34687)
C (1.33018, 1.27418, 0.54465)
C (0.29282, 2.12138, 0.12874)
C (2.35294, -0.76278, 0.25239)
C (-1.74971, -3.04339, -0.58741)
C (3.25353, -0.48773, 1.27347)
C (-1.18139, -0.84802, 1.58274)
H (-4.21258, -0.82173, 0.45692)
H (2.41127, -1.70470, -0.27726)
H (4.00271, -1.22423, 1.52466)
H (-1.03239, 0.22498, 1.71129)
H (-0.74592, -3.43919, -0.43579)
H (-0.25101, -1.37682, 1.78891)
H (-2.43190, -3.62258, 0.04465)
H (3.88348, 0.94765, 2.73991)
H (-4.01594, -0.76790, -1.29098)
H (-3.51448, 0.61147, -0.28051)
H (-1.90998, -1.15333, 2.34065)
H (-2.04890, -3.20279, -1.62364)
H (0.82599, 4.71340, 2.22488)

Want to see where the charge sits? The natural (NBO) charges in e are: 0.6117, 0.9132, 0.1544, 0.1343, -0.1928, -0.2117, -0.1304, 0.3309, 1.6403, -0.5437, -0.5488, -0.2396, -0.0043, -0.0621, -0.0380, 0.0241, -1.1745, 0.1206, 0.2298, 0.1257, -1.1702, -0.2563, -1.1678, 0.2843, 0.2289, 0.2665, 0.2516, 0.2601, 0.2564, 0.2830, 0.2648, 0.2632, 0.2670, 0.2877, 0.2633, 0.2782